(1)
Density functional theory data (the ωB97M-V functional and the def2-TZVPD basis) for a cluster of 2 separate species, C2H7N3OP in total.

CARTESIAN COORDINATES (ANGSTROEM)
H1 -2.136 0.886 -0.774
H2 -1.813 -0.602 -1.689
C1 -0.480 0.405 1.098
H3 0.639 0.137 2.800
O1 -1.301 1.144 1.531
H4 1.116 -0.682 -1.339
C2 -1.353 0.276 -1.229
P1 1.835 -0.935 1.048
H5 -0.840 0.871 -1.990
H6 0.283 -1.947 -0.650
H7 3.272 1.654 0.032
N1 -0.449 -0.116 -0.177
N2 0.620 -0.980 -0.481
N3 0.607 -0.113 1.821

Results
F_max in Eh/bohr: 0.0111
2S+1: 1
Calculated total energy in eV: -17983.2959
HOMO energy (spin up / spin down) in Eh: -0.4785 / -0.5400
E_LUMO (spin up / spin down) in eV: -4.76 / -5.71
Energy above the lowest of the compared OMol25 structures with the same formula, charge and spin in kJ/mol: 346.9
Total charge: +1


(2)
Density functional theory data (the ωB97M-V functional and the def2-TZVPD basis) for the ion C2H7N3P with charge +1.

CARTESIAN COORDINATES (ANGSTROEM)
H1 0.798 -1.897 -0.169
N1 0.984 0.060 -0.764
H2 2.808 0.633 -1.181
C1 -0.525 -0.600 0.966
C2 0.215 -0.993 -0.338
H3 0.391 -0.469 1.579
H4 -2.142 1.576 -0.308
N2 2.139 -0.163 -0.984
H5 -0.572 -1.164 -1.240
H6 0.569 2.764 0.203
N3 0.323 1.846 0.420
P1 -1.080 1.263 0.643
H7 -1.279 -1.277 1.254

Results
F_max in Eh/bohr: 0.1051
2S+1: 1
Calculated total energy in eV: -15934.5255
SMILES: [H]/N=N/CC[PH]#[NH+]
HOMO energy (spin up / spin down) in Eh: -0.4958 / -0.4805
E_LUMO (spin up / spin down) in eV: -6.60 / -6.71
Energy above the lowest of the compared OMol25 structures with the same formula, charge and spin in kJ/mol: 626.5
Total charge: +1


(3)
Density functional theory data (the ωB97M-V functional and the def2-TZVPD basis) for the molecule C2H7N3S.

CARTESIAN COORDINATES (ANGSTROEM)
S1 1.339 2.632 -1.023
H1 0.938 2.688 1.258
H2 -1.344 -2.930 -0.180
H3 0.507 0.517 1.870
N1 1.075 2.021 0.518
N2 0.222 -0.029 -0.112
C1 0.543 0.797 0.772
H4 0.608 -1.894 0.567
H5 0.105 2.571 -1.458
C2 -1.084 -1.905 -0.530
H6 -2.012 -1.252 -0.526
N3 -0.184 -1.276 0.388
H7 -0.714 -1.939 -1.543

Results
F_max in Eh/bohr: 0.0427
2S+1: 1
Calculated total energy in eV: -17491.1417
SMILES: CN/N=C/NS
HOMO energy in Eh: -0.2995
E_LUMO in eV: 0.86
Energy above the lowest of the compared OMol25 structures with the same formula, charge and spin in kJ/mol: 170.8


(4)
Density functional theory data (the ωB97M-V functional and the def2-TZVPD basis) for the molecule C2H7N3S.

CARTESIAN COORDINATES (ANGSTROEM)
C1 -0.145 0.034 -0.281
N1 -1.371 -0.718 -0.261
H1 3.590 -0.087 -0.398
N2 -2.654 -0.200 0.189
H2 -1.165 -1.702 -0.012
H3 -3.040 -0.098 -0.947
H4 -0.783 1.748 -0.181
H5 2.559 0.241 1.533
S1 1.379 -0.992 -0.333
H6 -3.159 -0.863 1.013
C2 2.568 0.122 0.344
N3 0.104 1.300 -0.434
H7 2.116 1.214 -0.234

Results
F_max in Eh/bohr: 0.0996
2S+1: 1
Calculated total energy in eV: -17488.6132
SMILES: [H]/N=C(\NN)SC
HOMO energy in Eh: -0.3166
E_LUMO in eV: 0.45
Energy above the lowest of the compared OMol25 structures with the same formula, charge and spin in kJ/mol: 414.8


> What is the energy above the lowest of the compared OMol25 structures with the same formula, charge and spin in the second record?

626.5 kJ/mol


> The highest energy above the lowest of the compared OMol25 structures with the same formula, charge and spin belongs to which entry?

C2H7N3P


> Among the records above, which one has the lowest calculated total energy?

C2H7N3OP